# C28H24FLiN6O3S2Se

A structure of composition C28H24FLiN6O3S2Se (ωB97M-V with the def2-TZVPD basis set, OMol25).

Structure (XYZ):
```
66
C28H24FLiN6O3S2Se ωB97M-V with the def2-TZVPD basis set
Li -1.18861 0.57533 3.24955
N -4.63135 -0.94196 1.68893
C -4.17701 -2.25805 1.85431
C -4.73447 -3.52946 1.64383
C -3.84230 -4.59838 1.66657
C -2.46091 -4.46596 1.86395
C -1.93657 -3.19842 2.15918
C -2.77165 -2.12736 2.12979
N -2.46853 -0.76720 2.25400
C -3.56139 -0.12649 1.89650
C -3.69768 1.30741 1.67554
C -4.83554 2.05747 1.32817
S -4.40657 3.73556 1.16149
C -2.82392 3.33823 1.70007
N -2.56795 2.09901 1.93574
H -5.58391 -0.67849 1.45942
H -5.81275 -3.66404 1.41225
H -4.26067 -5.58238 1.51492
H -1.83395 -5.36407 1.72951
H -0.86688 -3.06811 2.36345
H -5.83296 1.68719 1.17295
H -2.11089 4.13254 1.85216
F -0.75941 0.37513 5.09451
O 7.01337 2.27576 -0.92513
S 7.92831 1.57826 -0.05171
O 8.81662 2.38660 0.79572
O 8.47235 0.28050 -0.43563
C 7.02186 0.91523 1.31629
N 7.91573 0.39790 2.17400
C 7.27403 -0.21687 3.16514
C 5.89398 -0.26990 3.31627
C 5.10236 0.31718 2.32964
N 5.70407 0.92272 1.26941
C 3.64580 0.38235 2.34154
C 2.95572 0.84455 1.20533
C 1.57390 0.84572 1.21383
N 0.88615 0.55403 2.31818
C 1.53387 0.18853 3.43602
C 2.92265 0.05475 3.48240
H 7.96226 -0.68322 3.83268
H 5.45189 -0.80157 4.14864
H 3.50126 1.17185 0.31394
H 0.98180 1.15051 0.36154
H 0.86345 0.11039 4.31982
H 3.34149 -0.18756 4.47436
C -1.09524 0.48941 -7.21094
C -1.29728 0.44255 -5.71669
C -2.46059 0.89525 -5.08070
C -2.61290 0.84678 -3.68736
C -3.86312 1.43340 -3.02225
C -1.56813 0.30076 -2.85969
Se -1.87251 0.09824 -1.07909
C -0.36002 -0.10098 -3.49605
C 0.75999 -0.63827 -2.61457
C -0.22143 0.00064 -4.88459
H -1.92677 1.01237 -7.72296
H -1.05735 -0.50955 -7.71071
H -0.13255 1.02546 -7.46537
H -3.21836 1.38199 -5.66566
H -4.54058 1.89131 -3.77408
H -3.56131 2.20093 -2.28744
H -4.38098 0.67342 -2.43717
H 0.34639 -1.48457 -1.98964
H 1.12597 0.07414 -1.88887
H 1.61042 -0.98277 -3.24078
H 0.72929 -0.20576 -5.37447
```

Results
HOMO energy = -1.69 eV
Net charge = -2
Kohn-Sham gap = 4.91 eV
Max |F| = 2.8 eV/A
Relative energy (zero: lowest compared OMol25 entry of this formula, charge and spin) = 0.0 kcal per mole

---

# C5H8O

An isolated molecule of C5H8O (ωB97M-V with the def2-TZVPD basis set, OMol25).

Structure (XYZ):
```
14
C5H8O ωB97M-V with the def2-TZVPD basis set
C 0.57016 -1.08778 0.81818
C -0.36043 0.08003 1.15764
C -0.64113 0.73057 -0.16624
C 0.49033 1.04578 -1.07003
C -0.39439 -0.36637 -1.11210
O 0.20795 -1.47265 -0.50464
H 1.63381 -0.82139 0.84600
H 0.42230 -1.94690 1.47989
H -1.34337 -0.38302 1.35059
H 0.03657 0.74305 1.93571
H -1.54419 1.32444 -0.26525
H 1.52664 0.92018 -0.76632
H 0.38809 1.90712 -1.73691
H -0.99234 -0.67304 -1.96651
```

Results
HOMO energy = -8.66 eV
SMILES = C1C[C@H]2C[C@H]2O1
Kohn-Sham gap = 9.78 eV
Max |F| = 2.4 eV/A
Relative energy (zero: lowest compared OMol25 entry of this formula, charge and spin) = 44.3 kcal per mole

---

# C3H10N2S

The ion C3H10N2S with charge -1 (ωB97M-V with the def2-TZVPD basis set, OMol25).

Structure (XYZ):
```
16
C3H10N2S ωB97M-V with the def2-TZVPD basis set
N 0.73295 0.18994 1.39493
C -0.28557 0.03193 0.23586
C -0.29153 1.34382 -0.63849
S -0.77527 2.87225 0.35915
C -0.02645 -1.05260 -0.82618
N 0.61247 -2.41545 -0.33120
H 0.25137 0.68087 2.20691
H -0.62780 2.46017 1.78268
H 1.60127 0.51144 0.85835
H -1.38749 -0.02588 0.53605
H -1.08710 1.46620 -1.26520
H 0.71381 1.52655 -0.92870
H -0.75760 -1.28657 -1.72682
H 0.89825 -0.65337 -1.40379
H 0.10929 -3.17072 -0.88878
H 0.31939 -2.47861 0.63523
```

Results
HOMO energy (spin up / spin down) = 0.74 / -4.67 eV
Net charge = -1
⟨S²⟩ = 0.75
Multiplicity = 2
Kohn-Sham gap (spin up / spin down) = 2.71 / 8.13 eV
Max |F| = 4.5 eV/A
Relative energy (zero: lowest compared OMol25 entry of this formula, charge and spin) = 50.3 kcal per mole

---

# C5H14N

The ion C5H14N with charge +1 (ωB97M-V with the def2-TZVPD basis set, OMol25).

Structure (XYZ):
```
20
C5H14N ωB97M-V with the def2-TZVPD basis set
C 0.66438 0.09737 -1.55143
C 0.70208 -0.43849 -0.08638
C 2.20625 -0.42248 0.31271
C 0.00042 0.56878 0.83857
C -1.44273 0.82759 0.44892
N -2.19494 -0.49891 0.31112
H -0.30592 -0.12675 -2.00805
H 1.39747 -0.50230 -2.10263
H 0.94457 1.13693 -1.71322
H 0.41024 -1.49302 -0.16589
H 2.27337 -0.44778 1.40440
H 2.69703 -1.30513 -0.08199
H 2.67594 0.51220 0.01126
H 0.03180 0.25901 1.88426
H 0.47466 1.55565 0.81006
H -1.57614 1.41972 -0.45148
H -1.95753 1.36977 1.24740
H -2.33978 -0.73765 -0.67086
H -1.58006 -1.19541 0.74622
H -3.08111 -0.57908 0.81698
```

Results
HOMO energy = -15.13 eV
Net charge = +1
SMILES = CC(C)CC[NH3+]
Kohn-Sham gap = 11.45 eV
Max |F| = 3.2 eV/A
Relative energy (zero: lowest compared OMol25 entry of this formula, charge and spin) = 9.6 kcal per mole

---

# C5H26O7S2

A structure of composition C5H26O7S2 (ωB97M-V with the def2-TZVPD basis set, OMol25).

Structure (XYZ):
```
40
C5H26O7S2 ωB97M-V with the def2-TZVPD basis set
C -2.09426 0.30823 -1.73564
C -1.82187 -1.00333 -2.48966
C -0.89178 1.12228 -1.37203
S -1.23516 2.41933 -0.07003
S -2.87787 1.74756 0.97940
C -2.24248 0.30166 1.87224
C -2.53815 -1.10858 1.35191
H -2.83979 0.97593 -2.20038
H -2.87936 0.08483 -0.99886
H -1.73404 -0.83782 -3.56138
H -0.90593 -1.36438 -2.03240
H -2.56476 -1.77150 -2.27364
H -0.56674 1.78870 -2.16912
H -0.05291 0.52393 -1.01870
H -2.55274 0.32255 2.91328
H -1.16051 0.35749 1.77141
H -2.40787 -1.77761 2.20569
H -3.60482 -1.28547 1.16195
H -2.05689 -1.41788 0.43165
H 1.85189 1.79329 1.64081
H 3.37726 1.56470 2.14003
O 2.67140 1.28861 1.54556
H 1.22537 -1.67528 0.42004
H 0.46313 -1.94616 -0.77769
O 0.40505 -2.12328 0.17672
H 1.94501 -2.96067 1.68136
H 1.57766 -1.70465 2.50800
O 2.31619 -2.16036 2.06839
H 3.65988 -1.20517 -0.95264
H 3.47566 -0.62770 -2.35270
O 3.89540 -1.35053 -1.87108
H 1.18207 -0.10874 3.32229
H 0.36068 -1.39440 3.13819
O 0.86764 -0.73049 2.64859
H 2.75458 1.11529 -0.29454
H 3.41176 1.99718 -1.33718
O 2.89380 1.20849 -1.25214
H 1.42207 -3.31073 -2.54613
H 2.10137 -1.97239 -2.25307
O 1.41800 -2.39228 -2.81220
```

Results
HOMO energy (spin up / spin down) = 0.69 / -5.62 eV
Net charge = -1
⟨S²⟩ = 0.75
Multiplicity = 2
Kohn-Sham gap (spin up / spin down) = 1.68 / 8.45 eV
Max |F| = 5.5 eV/A

---

# C38H37AuNOSb

A structure of composition C38H37AuNOSb (ωB97M-V with the def2-TZVPD basis set, OMol25).

Structure (XYZ):
```
79
C38H37AuNOSb ωB97M-V with the def2-TZVPD basis set
Au 0.47867 -0.37229 0.16709
C -0.18919 3.21863 2.40135
C -0.91100 2.72710 3.47360
C -1.17702 1.36886 3.57012
C -0.68974 0.47417 2.62397
C 0.12261 0.98815 1.60425
C 0.33342 2.34231 1.45162
C -1.08880 -0.93914 2.58574
C -1.82424 -1.55549 3.61225
C -2.17781 -2.86599 3.48691
C -1.77988 -3.60672 2.35618
C -2.08259 -4.97962 2.19596
C -1.64068 -5.66184 1.10191
C -0.86731 -4.99959 0.12419
C -0.56882 -3.67118 0.24519
C -1.03114 -2.94177 1.36097
N -0.73504 -1.60909 1.49468
H -0.02125 4.28142 2.29069
H -1.30595 3.40411 4.21824
H -1.80854 1.01439 4.37273
H 0.89629 2.74940 0.62578
H -2.10717 -0.99514 4.48938
H -2.75468 -3.35416 4.26287
H -2.66222 -5.47750 2.96285
H -1.86824 -6.71191 0.98355
H -0.50250 -5.55768 -0.72814
H 0.03824 -3.17196 -0.49622
C -0.80189 -1.78932 -4.12362
C 0.20391 -2.01700 -3.02326
O -0.19261 -1.26410 -1.82617
H -0.43392 -2.23418 -5.04835
H -0.94966 -0.72329 -4.29464
H -1.76264 -2.25440 -3.89514
H 1.18320 -1.63666 -3.29225
H 0.28125 -3.07195 -2.75577
H -1.13228 -1.44884 -1.69202
C 5.41430 1.62430 -2.16373
C 4.06717 1.77713 -2.81638
C 3.97633 2.28164 -4.11123
C 2.75711 2.40370 -4.76208
C 1.58308 2.02133 -4.13074
C 1.64185 1.51882 -2.84054
C 2.87048 1.40527 -2.19070
Sb 2.84830 0.66568 -0.22785
C 4.37922 -0.77148 0.03662
C 5.45476 -0.37942 0.82990
C 6.55339 -1.21464 0.95944
C 6.57366 -2.43254 0.29407
C 5.50238 -2.80753 -0.50464
C 4.39277 -1.98295 -0.64927
C 3.24889 -2.36950 -1.54211
C 3.41884 2.23301 1.04898
C 3.67836 3.46015 0.44516
C 4.02354 4.55351 1.22455
C 4.09749 4.40973 2.60155
C 3.82747 3.18357 3.19515
C 3.47607 2.06914 2.44005
C 3.16115 0.76977 3.13116
H 6.16894 2.19070 -2.70551
H 5.72670 0.57759 -2.15541
H 5.41941 1.97726 -1.12901
H 4.88431 2.58483 -4.61758
H 2.72620 2.80349 -5.76690
H 0.63043 2.12147 -4.63350
H 0.72592 1.22295 -2.34154
H 5.46194 0.57877 1.33576
H 7.38864 -0.90989 1.57527
H 7.42765 -3.08942 0.38923
H 5.52849 -3.75158 -1.03459
H 3.42079 -3.32826 -2.02830
H 3.12476 -1.61855 -2.32535
H 2.31402 -2.44730 -0.97338
H 3.61475 3.57165 -0.63230
H 4.23558 5.50536 0.75695
H 4.36798 5.25531 3.21991
H 3.88869 3.08688 4.27206
H 3.27075 0.87384 4.20869
H 3.81829 -0.03968 2.81167
H 2.13097 0.45499 2.93852
```

Results
HOMO energy = -14.10 eV
Net charge = +2
Kohn-Sham gap = 6.93 eV
Max |F| = 0.4 eV/A
Relative energy (zero: lowest compared OMol25 entry of this formula, charge and spin) = 0.0 kcal per mole